(1)
67
Properties=species:S:1:pos:R:3 method="wB97M-V/def2-TZVPD" orbital_gap_ev=7.070 e_above_lowest_kcal_mol=255.8 homo_ev=-8.39 smiles="CCCNc1ccc2c(c1)C(=O)N(CC)C2=O.COC[C@@H](C)N.COC[C@@H](C)N" lumo_ev=-1.32
C -0.76977 -3.66725 1.16193
C -0.58103 -3.78988 -0.47897
C -0.00297 -2.43216 -1.19327
N -0.91219 -1.22588 -1.11219
C -2.37880 -1.58357 -1.20813
C -2.93650 -2.36847 -2.55600
C -4.53492 -2.78097 -2.68400
C -5.52467 -2.37641 -1.44116
C -4.98575 -1.55648 -0.11736
C -3.39924 -1.13868 0.03810
C -6.26533 -1.31023 0.91096
O -6.27192 -0.79041 2.15074
N -7.40429 -1.87726 0.07893
C -8.77614 -1.26942 0.27162
C -9.47117 -0.68895 -1.09748
C -7.14386 -2.64661 -1.20288
O -7.96770 -3.40406 -1.95609
H 0.26683 -3.69808 1.74909
H -1.47053 -2.79242 1.49847
H -1.32676 -4.67153 1.48806
H 0.25596 -4.62699 -0.63387
H -1.54988 -4.24011 -1.00977
H 0.31613 -2.66821 -2.31070
H 1.01221 -2.12702 -0.64434
H -0.69378 -0.60049 -0.30593
H -2.16628 -2.66683 -3.41257
H -5.01028 -3.36551 -3.58391
H -3.01107 -0.54316 0.99545
H -8.79623 -0.38962 1.07365
H -9.49520 -2.12636 0.68820
H -8.72532 -0.45767 -1.97154
H -10.23061 -1.50167 -1.48449
H -10.10808 0.30109 -0.93534
C 3.40466 -1.92113 3.70030
O 2.35716 -1.43952 2.87219
C 2.22507 -0.01453 2.85151
C 3.22146 0.70473 1.91279
C 4.63919 0.78779 2.47231
N 3.26821 0.06904 0.58820
H 3.54318 -1.30379 4.59311
H 4.33260 -1.98091 3.12839
H 3.14967 -2.93583 4.01725
H 1.21228 0.18145 2.48221
H 2.26646 0.39161 3.87035
H 2.86476 1.73423 1.78614
H 5.18369 -0.15715 2.38845
H 5.22253 1.53615 1.92152
H 4.63093 1.08551 3.52575
H 2.33598 0.10922 0.17414
H 3.42175 -0.93326 0.73777
C 6.64228 4.27025 -2.41318
O 5.84039 3.23234 -1.87034
C 5.21268 3.55719 -0.62578
C 3.92541 4.40313 -0.76245
C 4.18916 5.87313 -1.07780
N 3.02394 3.85078 -1.78376
H 7.14321 4.85542 -1.63595
H 6.03300 4.91752 -3.04685
H 7.40562 3.81426 -3.04916
H 4.93879 2.59673 -0.17521
H 5.93186 4.02559 0.05839
H 3.40895 4.36919 0.20463
H 4.45568 6.04042 -2.12537
H 3.29031 6.47138 -0.88321
H 4.99364 6.27284 -0.45212
H 2.76782 2.90039 -1.51305
H 3.57685 3.71705 -2.63639


(2)
120
Properties=species:S:1:pos:R:3 method="wB97M-V/def2-TZVPD" orbital_gap_ev=9.799 e_above_lowest_kcal_mol=267.7 homo_ev=-9.41 smiles=CC(C)O.CC(C)O.CC(C)O.CC(C)O.CC(C)O.CC(C)O.CC(C)O.CC(C)O.CC(C)O.CO.CO lumo_ev=0.39
C -3.51974 -2.63092 1.24995
C -4.54274 -3.02092 2.32795
C -5.56674 -4.11092 1.79895
O -4.01974 -3.36192 3.40895
H -3.16474 -3.57092 0.80895
H -2.70074 -1.95892 1.57395
H -3.96674 -2.11392 0.40295
H -4.98274 -2.08592 2.54895
H -5.90874 -3.90992 0.82895
H -6.45274 -4.34492 2.44295
H -4.99374 -5.04792 1.68795
H -4.67474 -3.60192 4.04095
C 3.93726 0.22908 -3.00105
C 4.49826 0.41008 -1.63005
C 3.78326 -0.41092 -0.59205
O 5.68526 0.08008 -1.46505
H 4.27526 -0.64592 -3.47705
H 4.32626 0.98308 -3.62205
H 2.85426 0.28808 -3.07805
H 4.44426 1.45708 -1.28205
H 2.73726 -0.23792 -0.74005
H 4.10526 -0.07092 0.41595
H 3.86526 -1.51792 -0.70905
H 5.82826 -0.88692 -1.58305
C -1.07874 3.03608 3.13295
C -1.71074 4.09108 3.95495
C -2.58274 3.52308 5.06095
O -0.91074 4.92508 4.43695
H -0.23574 2.63108 3.75295
H -0.61874 3.32708 2.18595
H -1.73874 2.23108 2.79095
H -2.32874 4.63708 3.27295
H -3.46374 2.95308 4.72295
H -2.97974 4.33108 5.64295
H -2.03574 2.77308 5.61295
H -0.26174 5.30608 3.80895
C 2.80526 -3.49992 -2.34605
C 1.47326 -3.21092 -2.91705
C 0.88026 -1.92792 -2.39505
O 1.52726 -3.10892 -4.16905
H 2.81326 -3.33792 -1.26505
H 3.55326 -2.94592 -2.75205
H 3.01826 -4.50992 -2.52005
H 0.67226 -3.91692 -2.58005
H 1.56426 -1.13592 -2.38905
H 0.51126 -2.10092 -1.38505
H 0.10326 -1.50092 -3.00105
H 0.86526 -3.71392 -4.55205
C -2.66674 -2.38492 -2.61205
C -2.62274 -2.91892 -4.01405
C -2.04374 -1.87192 -4.98005
O -1.97174 -3.95492 -4.11105
H -3.21474 -3.07092 -1.96805
H -3.34074 -1.44892 -2.52005
H -1.70474 -2.32392 -2.19305
H -3.59674 -3.24792 -4.31605
H -0.95374 -1.60092 -4.84105
H -2.51574 -0.89292 -4.87905
H -2.22674 -2.28692 -5.96905
H -1.94974 -4.28392 -3.18405
C -2.10374 -0.30092 3.44095
C -1.03374 -1.35392 3.79795
C 0.34226 -0.95092 3.17295
O -0.91274 -1.58092 4.99595
H -1.91574 0.55908 4.08495
H -3.13674 -0.58292 3.53095
H -1.94074 -0.10592 2.32195
H -1.37374 -2.25492 3.31695
H 0.87326 -0.11492 3.62595
H 0.39926 -0.80492 2.08295
H 1.02126 -1.74292 3.38295
H -1.29674 -2.45892 5.14095
C 1.82326 2.59608 -4.18605
C 0.46126 2.05408 -3.88205
C -0.30174 2.00008 -5.17105
O 0.38026 0.95208 -3.36705
H 2.42226 2.47708 -3.22305
H 1.77726 3.60208 -4.44705
H 2.26626 2.01008 -4.97005
H 0.03826 2.79808 -3.18605
H -0.30474 2.91308 -5.80105
H -1.40174 1.80408 -4.98405
H 0.08726 1.18708 -5.88105
H 0.75626 0.27707 -3.93505
C 3.84326 3.49308 3.62195
C 2.50926 2.86908 3.43895
C 2.60926 1.87408 2.30395
O 2.05526 2.33308 4.49295
H 4.58726 2.76708 3.79295
H 3.88826 4.20608 4.44595
H 4.19426 4.08008 2.77295
H 1.87826 3.58208 3.02895
H 1.72626 1.39108 1.88395
H 3.06526 0.98408 2.71995
H 3.24826 2.34308 1.53095
H 2.80726 1.82508 4.77195
C -1.44574 2.46108 -0.61805
C -0.63774 1.32108 -0.14305
C -1.26574 -0.04192 -0.33605
O 0.52526 1.20908 -0.67005
H -2.44474 2.32608 -0.24105
H -1.44074 2.53708 -1.65505
H -1.00574 3.42308 -0.25005
H -0.43374 1.43808 0.92095
H -1.32374 -0.23992 -1.42605
H -2.27374 -0.09892 0.12295
H -0.61974 -0.86192 0.02495
H 0.41826 0.85808 -1.56805
C 0.02426 -3.74092 1.23395
O 1.22226 -4.05692 0.60295
H -0.66174 -4.58092 1.28995
H -0.43874 -2.93192 0.65695
H 0.13826 -3.42992 2.30695
H 1.89226 -3.51692 1.01895
C 1.49426 4.48108 -0.39205
O 2.35626 3.38608 -0.70605
H 0.64026 4.46808 -1.11405
H 2.09626 5.40808 -0.41405
H 1.11926 4.44608 0.57195
H 1.84726 2.52608 -0.75905